Entry from the OMol25 dataset: a gas-phase ion, C4H10NOS (charge +1) in a non-equilibrium geometry (ωB97M-V/def2-TZVPD).

HOMO energy   -13.0292 eV
ΔE to the lowest compared entry with this formula, charge and spin   31.2 kcal/mol
Energy   -686.32123 Ha
Charge   +1
Gap between HOMO and LUMO   9.18 eV

Each line ends with the Mulliken charge.
CARTESIAN COORDINATES (ANGSTROEM)
S: -2.4199 -1.1353 0.2403  -0.189
O: 2.4744 -0.6463 -1.4637  -0.456
N: 1.7253 -0.1580 0.9952  -0.304
C: -0.4366 0.7772 0.2367  -0.675
C: 1.3058 -0.4154 -1.4206  0.116
C: 0.6228 -0.2633 -0.0619  -0.035
C: -1.7924 0.4523 -0.4318  -0.794
H: 0.6373 -0.3816 -2.2829  0.354
H: 1.9908 0.7934 1.2367  0.330
H: -0.0762 1.7307 -0.1506  0.387
H: -0.6604 0.8589 1.2990  0.321
H: -1.6993 0.3440 -1.5087  0.363
H: 2.5596 -0.6169 0.5989  0.360
H: -3.4059 -0.6332 0.9810  0.170
H: 0.1919 -1.2475 0.1692  0.285
H: 1.4559 -0.7320 1.7965  0.360
H: -2.4732 1.2729 -0.2332  0.406